[1]
Here is an isolated molecule of C5H5NO2 from OMol25. Energies are from wB97M-V/def2-TZVPD.

Structure (XYZ):
```
13
Properties=species:S:1:pos:R:3:lowdin_charge:R:1
O -1.35790 0.02346 2.24796 0.1039
C 1.69404 -1.18734 -0.17450 -0.0920
C -2.06767 2.35046 -1.00914 0.0191
N -0.72781 -0.55229 1.38028 -0.3954
O -0.38169 -1.71320 1.28078 0.0670
H 1.38359 -2.11634 -0.65572 0.0846
H 1.60930 -1.24241 0.92745 0.0836
C -1.42684 1.59948 -0.35786 0.0089
C -0.33938 0.17208 0.22640 -0.0704
H 1.03226 0.71056 -1.30112 0.1388
H -2.85606 2.98867 -1.29872 0.0159
C 0.74055 -0.09520 -0.55838 -0.0771
H 2.69761 -0.93795 -0.70742 0.1131
```

largest force on an atom	7.75	eV Å⁻¹
net charge	0
E_HOMO	-10.286	eV
DFT total energy	-10843.0369	eV
HOMO-LUMO gap	9.53	eV
energy above the lowest of the compared OMol25 structures with the same formula, charge and spin	8.278	eV

***

[2]
Here is a structure of composition C41H62BrF5InN6O3Si2Te from OMol25. Energies are from wB97M-V/def2-TZVPD.

Structure (XYZ):
```
122
Properties=species:S:1:pos:R:3:lowdin_charge:R:1
C -0.96315 2.95626 -6.18892 -0.0753
C -3.72381 2.96657 -3.78101 -0.0736
C -0.05622 0.69410 -5.55490 -0.0993
H -1.08704 -2.62260 -2.89033 0.1171
In 0.62029 -0.93515 0.43980 0.6979
H -2.80090 2.90683 2.09552 0.0976
H 0.58978 0.13994 -4.87330 0.0365
H -2.34790 -0.20932 -3.72264 0.0596
H -2.35343 4.32459 -1.31221 0.0723
H 1.26908 3.19004 3.04704 0.0840
H -0.45698 2.91274 -7.15481 0.0979
H -0.51111 -3.42689 5.28396 0.0176
C 3.78239 0.86693 3.35545 -0.0085
H -3.21310 -6.02609 0.97688 0.1088
C 1.30511 2.71812 -5.17072 -0.0800
H -2.38564 1.06943 -1.22372 0.0145
H 0.45370 -4.04788 3.94017 0.0351
C -3.04680 0.57438 -4.02464 -0.0956
H -4.06558 0.23033 -3.83343 0.0930
C 0.48644 -1.62539 8.01143 -0.1200
H -0.57487 6.13310 -2.66075 0.0967
H -0.34544 -1.97843 8.61039 0.1135
H 0.17536 3.10175 4.44027 0.0997
C -2.79682 1.86782 -3.23087 -0.6103
Si -0.96343 2.44412 -3.43819 0.9271
H -2.95707 0.73618 -5.09842 0.0726
H 1.72105 2.56401 -6.16876 0.0994
H -3.47310 -2.62896 3.16221 0.0253
C 2.51023 -3.45755 -4.01866 -0.0540
C -0.53669 1.91986 1.78858 -0.2432
C -0.75003 5.24102 -3.26541 -0.0756
H 2.46615 1.60405 1.83152 0.0919
C -2.40612 -5.43057 0.57074 -0.0774
C 0.90863 -3.09652 -2.28346 -0.3052
Te 2.90054 0.13730 -1.57845 1.7027
O 0.62670 -3.03429 -0.91084 -0.0815
H 1.93938 2.18748 -4.46150 0.0598
N -0.75841 2.94476 2.55735 -0.1619
C 2.37300 -1.95867 6.60885 -0.2681
C -3.17598 1.59354 -1.76162 -0.1045
C 1.35176 -2.50564 7.38719 -0.0108
F 4.44889 -0.78198 -2.16618 -0.3715
N 0.62555 -0.30530 7.91945 0.0851
C 3.78739 -2.67332 4.64404 -0.0188
H -3.13352 -1.05045 2.45706 0.0266
N 2.51386 -0.63337 6.52449 0.1406
H -2.42344 -1.82681 0.33538 0.0363
H -0.07988 5.28407 -4.12485 0.0738
C 0.23807 -2.90550 -4.56837 -0.0721
C 0.99450 3.97614 -1.98960 -0.0927
H 4.23523 1.82916 3.54742 0.1180
H 4.89561 -0.18615 4.86488 0.1278
H -0.52868 -2.70227 -5.30477 0.1089
H -4.07545 0.97421 -1.74093 0.0935
O 2.48321 -1.24052 -0.52270 -0.5560
C -0.21151 -0.64256 4.04027 -0.1463
C -0.08125 -2.84911 -3.22280 -0.0609
H -1.96043 2.53054 -6.31333 0.0708
Si -0.97840 -2.14245 3.18936 0.4444
H -1.24288 -4.48127 4.08001 0.0284
H 3.51842 -3.69374 -4.32886 0.1174
O -2.12999 -1.11479 -0.24858 -0.0944
H 1.76936 -3.26220 -6.02187 0.1091
H -1.03053 0.21131 -5.58039 0.0562
C 3.55165 -1.47402 3.79898 -0.1899
C 4.15253 -0.24962 4.08460 0.0068
H 2.96159 -3.53832 -1.91219 0.1306
H -2.42961 -4.10314 2.22241 0.0657
C -2.13021 3.37952 2.80874 -0.0076
H 3.47577 -3.80007 6.36886 0.1157
H 0.37828 0.63258 -6.55515 0.1001
C 2.79922 0.74238 2.39049 -0.1235
F 4.29883 0.93456 -0.56059 -0.3767
H -3.40813 2.51369 -1.23182 0.0660
H 1.18185 3.18688 -1.26486 0.0434
C 1.53067 -3.21591 -4.96792 -0.0710
H -1.23053 3.18889 -0.52064 0.0523
C 3.27997 -2.85919 5.86759 -0.0173
H -1.77963 5.27734 -3.62986 0.0748
C -0.37373 -3.86394 -0.42834 -0.1995
H 0.82761 -0.80227 4.31772 0.0099
N -0.38699 -2.45705 1.56768 -0.1316
H 1.23911 4.93185 -1.51825 0.0982
C 1.64911 0.11578 7.19211 -0.2068
F 2.49515 -0.42283 -3.39842 -0.4379
H -4.75986 2.62813 -3.70952 0.0993
H -0.33486 -5.21915 -2.07406 0.1252
C -0.53074 -3.66829 4.21924 -0.1401
Br 0.19756 0.35930 -2.05744 0.6720
C -0.80848 -4.97343 -1.13443 -0.0023
C 0.29085 3.47823 3.42106 -0.0015
H -0.26434 0.25100 3.42432 -0.0069
C -2.83766 -1.74795 3.24471 -0.1536
H 0.21935 4.56499 3.43611 0.1001
H 1.79228 1.19039 7.12962 0.1104
H -2.14457 -6.64777 -1.18225 0.1079
H -3.07451 -1.27803 4.20094 0.0329
H -0.90075 4.92911 -0.51995 0.0943
H -3.63586 3.89210 -3.20975 0.0702
H -2.43903 3.10938 3.82063 0.0999
H -0.77169 -0.45610 4.95824 0.0440
H -1.06323 4.00841 -5.91174 0.0758
C -0.13214 2.17567 -5.15202 -0.6105
N -0.38767 1.04201 1.04832 0.1832
C -0.48294 3.99281 -2.40336 -0.6068
C -1.96485 -4.32239 1.27469 -0.0540
F 2.02570 1.41213 -0.29027 -0.5142
H 1.34497 3.78717 -4.95796 0.0730
C 2.64180 -1.52047 2.75570 -0.0860
H 1.22968 -3.57565 7.48089 0.1162
H -2.59091 -1.22686 -1.08663 0.0567
C -1.82249 -5.77407 -0.63390 -0.0748
H 2.17349 -2.45553 2.46469 0.1222
H 4.37660 -3.46668 4.19729 0.1202
C 2.20450 -3.38371 -2.66840 -0.0100
H -2.19041 4.46203 2.69885 0.0979
H -3.51565 3.19274 -4.82792 0.0736
N 2.24447 -0.42840 2.09406 0.0070
F 3.00001 1.78180 -2.54201 -0.3721
C -1.30527 4.10340 -1.11071 -0.0925
C -0.90281 -3.52047 0.82957 -0.3176
H 1.67285 3.83209 -2.82664 0.0593
```

largest force on an atom	5.34	eV Å⁻¹
net charge	+1
E_HOMO	-9.970	eV
DFT total energy	-170455.6353	eV
HOMO-LUMO gap	6.54	eV
energy above the lowest of the compared OMol25 structures with the same formula, charge and spin	1.920	eV

***

[3]
Here is a structure of composition C47H52Cl6F3N8NiO2 from OMol25. Energies are from wB97M-V/def2-TZVPD.

Structure (XYZ):
```
119
Properties=species:S:1:pos:R:3:lowdin_charge:R:1
C -0.60489 -9.55497 -5.71648 -0.0530
H 2.62799 2.85958 8.24438 0.0950
C -0.64289 0.35184 1.17494 -0.2668
C 7.71494 -4.22158 -2.34121 -0.0554
H 3.59464 1.32666 9.87759 0.0983
H -0.84905 11.40811 3.83543 0.0861
H -7.37046 1.20184 1.32520 0.0922
H 4.24769 2.21073 12.11523 0.0992
H 0.95096 1.50568 -4.09015 0.0866
H 0.55311 -8.36320 5.10046 0.0266
C -1.93808 10.02545 7.24573 -0.1428
H 7.70208 -4.49401 6.12502 0.0296
N -2.66614 -2.67164 -6.55069 0.0322
C -5.08919 -3.29024 -6.21097 -0.0685
Cl 6.04395 -2.86223 6.21608 0.4479
C -1.33100 9.52422 4.91577 -0.0750
Cl 6.72242 2.18919 -0.40604 0.4929
H -7.71135 1.48207 -4.38332 0.0910
C -1.14528 10.93765 4.76135 -0.0569
F 0.72399 -2.07707 2.79784 0.1780
H 3.93903 4.58806 12.61722 0.0991
H -6.65093 5.31082 3.99253 0.0998
C 3.55080 2.38159 10.10469 -0.0913
H -1.21020 -10.11642 -6.41273 0.0975
C 0.11803 -1.85803 0.53516 -0.3149
H -4.68055 -1.77032 -9.16607 0.1038
C 6.43791 -3.79788 -2.78710 -0.1464
C 2.99363 4.99747 10.70621 -0.1735
C -1.73788 9.10846 6.18031 -0.0833
F 2.25840 -2.65497 1.49023 0.2081
H 4.12118 0.80370 -6.50698 0.0891
H -1.24932 12.86766 5.83738 0.0929
Cl 5.59672 2.72319 2.28720 0.5042
H 5.81938 -3.06699 -2.28747 0.0924
H -5.69492 3.19398 4.67858 0.1031
C 5.60123 1.66226 0.86567 -1.0429
H 1.32346 4.00391 -4.16535 0.1015
H -0.90092 2.34893 1.54264 0.0796
N 2.64776 4.53260 9.48476 0.0525
C 3.89911 2.95503 -6.06176 -0.0549
N -7.79829 3.26522 1.47640 0.0381
C -3.73713 -3.14316 -5.80049 -0.1429
C -6.88310 4.40986 3.44410 -0.0680
H -3.51985 -3.53761 -4.81886 0.0848
C -7.51094 2.51112 -6.29666 -0.1340
N 0.54593 -7.53944 -4.82883 0.0249
C -0.03607 1.70057 1.40212 -0.0709
C -4.41972 -2.12481 -8.17981 -0.0803
H 1.56753 -7.88169 -3.04760 0.0865
C 2.98394 3.25740 9.18324 -0.1472
C -0.13870 -10.32743 -4.61138 -0.0629
H 6.80410 -4.46794 4.62329 0.0216
H 8.14991 -3.76297 -1.46550 0.1008
H -0.89114 -2.09466 0.87231 0.1810
C 3.57629 4.24178 11.66071 -0.0695
C 3.58289 1.58311 -5.98817 -0.1436
C 1.92451 3.34883 -4.77855 -0.0618
C 6.69544 -4.46656 5.70786 -0.9622
H -4.47430 4.30624 -4.66604 0.0945
H 5.81798 -5.84007 -5.24233 0.0906
C -7.17394 2.20885 -4.97440 -0.0624
C -5.78249 4.13915 -6.39823 -0.1493
C 0.97176 -2.62244 1.62082 -0.6260
H -1.05564 -0.03027 2.10860 0.1293
C 1.74552 1.91617 -4.69559 -0.1330
H -0.73648 -7.55046 -6.47734 0.0890
C -7.67446 4.39311 2.24204 -0.1065
H 3.15907 4.86997 -5.46044 0.1116
H -1.90297 8.06109 6.38564 0.0900
H -8.14222 5.31936 1.94260 0.0940
H 9.32114 -5.63881 -2.88640 0.1069
N -6.80289 3.47576 -6.93057 0.0314
H -6.43586 -2.73210 -7.74914 0.1102
N -1.78119 11.35016 7.09777 0.0343
C 6.37105 -5.37355 -4.44052 -0.1523
C 7.67910 -5.82569 -4.13676 -0.0555
H 2.88384 6.06569 10.82141 0.1023
C 3.88830 2.87495 11.34320 -0.0648
C -5.33182 3.82026 -5.10749 -0.0792
H -2.31124 -1.84280 -8.46561 0.0925
Cl 5.48630 -5.70651 6.22629 0.4630
H 0.55919 2.19357 0.63354 0.0836
Cl -1.54929 -9.09749 4.18919 0.4510
H -5.76523 2.55954 -3.40963 0.0951
H -1.44691 0.51413 0.45708 0.1243
H -0.66546 -7.24714 5.48265 0.0206
O 0.30491 -2.18519 -0.81432 0.1348
C 8.35014 -5.20607 -3.07696 -0.0822
H -1.12526 8.89821 4.06010 0.0949
O 0.36051 -0.48219 0.66387 -0.0780
C 0.63085 -9.73292 -3.59706 -0.0770
H 5.84106 0.63801 1.15115 0.0237
H -5.95275 1.19510 3.46321 0.0935
C -6.01243 2.83275 -4.42483 -0.0840
C -7.26409 2.10451 1.90853 -0.1424
C -0.22738 -8.19226 -5.77356 -0.1537
C -0.48350 -8.32078 5.43473 -0.9593
H 8.19831 -6.68724 -4.52989 0.1013
C 0.97953 -8.40142 -3.78958 -0.1386
H 0.51017 1.80914 2.33911 0.0813
H -5.30954 4.87893 -7.02707 0.0995
N 5.75174 -4.35919 -3.80541 0.0170
Cl -0.79533 -9.03480 7.08087 0.4611
H 0.91785 -10.30618 -2.72792 0.1037
Ni 1.63569 -3.35075 -5.04945 0.9331
H -8.33687 2.06024 -6.82672 0.0973
C -6.41427 2.07672 3.04357 -0.0737
C 2.95857 3.81103 -5.52995 -0.1082
H 4.59198 1.56404 0.46578 0.0212
C -1.40894 11.80020 5.87540 -0.1375
N 2.54359 0.99220 -5.30383 0.0230
C -5.41677 -2.68043 -7.39531 -0.0896
C -3.08714 -2.13426 -7.77320 -0.1340
F 0.57303 -3.88826 1.70560 0.1590
H -0.25459 -11.39588 -4.50469 0.1029
H -5.82642 -3.85323 -5.65786 0.1041
C -6.25344 3.24898 3.75584 -0.1299
H -2.17359 9.73324 8.25843 0.0973
H 4.73257 3.33432 -6.63437 0.1060
```

largest force on an atom	3.80	eV Å⁻¹
multiplicity	3
net charge	+1
E_HOMO (alpha / beta)	-10.381 / -10.381	eV
DFT total energy	-189911.4900	eV
HOMO-LUMO gap (alpha / beta)	4.42 / 4.47	eV
energy above the lowest of the compared OMol25 structures with the same formula, charge and spin	12.202	eV

***

[4]
Here is a cluster of 3 separate species, C13H34FNO8P3 in total from OMol25. Energies are from wB97M-V/def2-TZVPD.

Structure (XYZ):
```
60
Properties=species:S:1:pos:R:3:lowdin_charge:R:1
H -0.01380 1.96336 5.49805 -0.0468
C 4.99134 -3.56508 -2.47156 -0.0732
H -0.77136 3.83501 -1.05030 0.0608
H -2.17976 0.24980 3.46315 0.0792
C -0.09272 -3.24958 -4.59875 -0.0761
H 0.09747 2.55303 8.35033 -0.0326
H -3.89143 -0.09315 3.59733 0.0789
C -0.20725 -2.07775 -3.64198 -0.2710
H -2.59213 -0.81580 -1.38112 0.0732
C -1.02260 4.51141 -0.23096 -0.0865
H -2.02592 4.89353 -0.42070 0.0791
P 2.15448 -2.10048 -2.51209 0.4028
H -3.10705 -0.60683 -3.05816 0.0700
H -4.13831 -0.04744 -1.72294 0.0872
O 2.47714 -2.25234 -0.94902 -0.1903
H -0.79950 -3.13519 -5.42164 0.0775
H -1.37461 1.10766 -2.36731 0.1160
P -0.60367 3.05878 6.22050 0.4607
H -1.12268 4.52129 1.91409 0.1189
H 3.84799 -1.81931 0.48747 0.1158
O -2.58387 1.95098 -0.89664 -0.1842
O 2.57392 -3.57868 -2.92145 -0.1812
H 3.92604 -0.75197 -0.90464 0.0982
H -0.31368 5.34068 -0.24928 0.0748
O 2.56604 -0.75477 -2.92319 -0.2131
H 3.89098 -4.85323 -3.79990 0.1166
C 3.23953 -1.26985 -0.23322 -0.2844
H -0.51648 4.20005 5.38254 -0.0428
C -3.11014 -0.14400 -2.07006 -0.0799
C 2.33953 -0.29040 0.48560 -0.0731
H 0.00874 3.33767 1.27196 0.1127
H -2.20772 -1.14424 1.27023 0.0989
H -3.95933 -1.15230 1.41153 0.1106
H -2.75490 3.36782 6.07190 -0.1092
C -3.05770 -0.59452 1.67696 -0.2949
P -1.87027 1.42123 0.43966 0.4854
O -2.00075 2.82008 1.24270 -0.1921
H -0.29524 -4.18712 -4.08107 0.0846
H 0.91053 -3.31992 -5.02125 0.0670
H 0.08434 -1.14528 -4.13404 0.1157
H 5.07533 -2.50458 -2.22819 0.0699
O 0.56914 -2.25397 -2.45244 -0.1715
C -2.95405 -0.46240 3.18035 -0.0651
H 4.79448 -4.10099 -1.54354 0.0881
H -2.88798 1.82976 -2.90341 0.1186
C -0.96866 3.80111 1.11219 -0.2703
H 5.94780 -3.89339 -2.87967 0.0800
H 4.02177 -3.19090 -4.36398 0.1168
O -3.17106 0.69172 1.05441 -0.1962
O -0.71998 0.76052 1.09979 -0.2022
H 2.93564 0.52045 0.90740 0.0834
C 0.35466 3.35732 7.65029 -0.5074
H -2.72900 -1.42804 3.63589 0.0772
C -2.43621 1.21293 -2.12841 -0.2522
N -2.13141 2.69235 6.49553 -0.3905
H -1.23876 -1.96917 -3.31089 0.0949
F 1.76733 3.21078 7.30695 -0.3137
H 1.80221 -0.78210 1.29560 0.0799
H 1.58764 0.13934 -0.17375 0.0599
C 3.88594 -3.81391 -3.47685 -0.2531
```

largest force on an atom	6.49	eV Å⁻¹
net charge	-1
E_HOMO	-2.294	eV
DFT total energy	-62488.6444	eV
HOMO-LUMO gap	4.17	eV

***

[5]
Here is an isolated molecule of C5H12N2 from OMol25. Energies are from wB97M-V/def2-TZVPD.

Structure (XYZ):
```
19
Properties=species:S:1:pos:R:3:lowdin_charge:R:1
C 1.42895 1.70099 0.50827 -0.0756
C 1.09888 0.25195 0.60101 -0.1016
H 0.34187 -2.51383 -0.25597 0.0486
C 0.66552 -0.55102 -0.49822 -0.3200
C -1.78784 0.58109 -0.58147 -0.0551
H -1.24164 1.51426 -0.72948 0.0618
H 1.33609 -2.19484 -1.51741 0.0687
H 1.13993 2.25247 1.40482 0.0826
H -1.84486 -1.77614 1.35762 0.0291
H -0.63044 0.14679 1.16775 0.1408
C -0.97866 -0.44912 0.20842 -0.5024
H 0.97103 2.16701 -0.36408 0.0747
H 1.42064 -0.28189 1.48971 0.1318
H 0.63687 -0.03660 -1.45582 0.1330
N 1.10967 -1.91002 -0.57253 0.0270
H -2.04268 0.15777 -1.55309 0.0806
N -1.43002 -1.67705 0.43504 0.0044
H 2.51650 1.80904 0.40035 0.0931
H -2.70981 0.80913 -0.04493 0.0785
```

largest force on an atom	1.36	eV Å⁻¹
net charge	0
E_HOMO (alpha / beta)	-7.586 / -7.555	eV
DFT total energy	-8355.7664	eV
HOMO-LUMO gap (alpha / beta)	7.64 / 7.58	eV
energy above the lowest of the compared OMol25 structures with the same formula, charge and spin	4.370	eV

***

[6]
Here is an isolated molecule of C3H4N2O from OMol25. Energies are from wB97M-V/def2-TZVPD.

Structure (XYZ):
```
10
Properties=species:S:1:pos:R:3:lowdin_charge:R:1
C 0.45629 -0.52183 0.44213 -0.4423
H 0.26258 -0.68700 1.52040 0.1683
O 1.12492 -1.63174 -0.07225 -0.0003
N -1.16766 0.83085 -0.41900 0.0786
H 1.03131 -1.59598 -1.03101 0.1032
C -0.07802 1.57934 -0.11226 -0.2037
C 1.04016 0.85732 0.34290 0.0537
H -0.14514 2.64579 -0.31354 0.0779
H -1.63830 -1.07662 -0.17956 0.1554
N -0.88613 -0.40013 -0.17781 0.0092
```

largest force on an atom	0.41	eV Å⁻¹
net charge	0
E_HOMO	-8.695	eV
DFT total energy	-8199.1662	eV
HOMO-LUMO gap	7.78	eV
energy above the lowest of the compared OMol25 structures with the same formula, charge and spin	4.719	eV

***

> DFT total energy of number 2 (C41H62BrF5InN6O3Si2Te)?

-170455.6353 eV

***

> Which of these has the highest largest force on an atom?

C5H5NO2

***

> Look up the largest force on an atom of the third one.

3.80 eV Å⁻¹